ORCA calculation (ωB97M-V with the def2-TZVPD basis set) on a 2-piece molecular cluster, C13H14F10NOS overall at a distorted geometry.

Last column: natural (NBO) charge in e.
Atoms and positions in Å:
C (-0.9889, -0.6329, -2.4562)  -0.6491
C (-1.4991, -0.7501, -0.9440)  0.1458
F (-2.9247, -0.8137, -1.0364)  -0.3637
C (-0.9578, -1.9983, -0.2055)  0.2984
N (-1.8197, -3.0568, -0.0838)  -0.4500
C (-1.4851, -4.2296, 0.5554)  0.1049
C (-0.1691, -4.4300, 1.1102)  -0.2376
C (0.7691, -3.3175, 0.9787)  -0.0459
C (0.3860, -2.0578, 0.3218)  -0.1480
C (1.4548, -0.9444, 0.2177)  0.6411
F (1.5260, -0.3565, -1.0276)  -0.2954
F (2.6831, -1.5661, 0.3924)  -0.3017
C (1.3444, 0.2275, 1.2618)  0.5893
F (2.5316, 0.9324, 1.1578)  -0.2880
F (0.3594, 1.1389, 0.9683)  -0.3009
C (1.2299, -0.1981, 2.7830)  0.5557
F (1.8531, -1.3832, 3.0828)  -0.2965
F (1.9157, 0.7650, 3.4974)  -0.2820
C (-0.2410, -0.1784, 3.3718)  0.9271
F (-0.5687, 1.1010, 3.6995)  -0.2847
F (-0.3346, -0.9916, 4.4599)  -0.2889
F (-1.1977, -0.6068, 2.4903)  -0.3287
H (-1.8457, -0.4772, -3.1598)  0.2655
H (-0.2891, 0.2439, -2.5234)  0.2878
H (-0.3957, -1.5538, -2.6750)  0.2072
H (-1.2891, 0.2173, -0.4221)  0.2363
H (-2.7750, -3.0249, -0.4596)  0.4756
H (-2.2325, -5.0436, 0.6529)  0.2622
H (0.1632, -5.3631, 1.6087)  0.2793
H (1.7836, -3.4755, 1.4173)  0.2794
C (-0.2162, 5.1238, -2.7327)  -0.8277
S (0.7959, 3.6370, -2.6444)  1.2584
O (-0.0632, 2.4848, -3.0567)  -1.0094
C (0.9150, 3.5918, -0.8497)  -0.8311
H (-0.4485, 5.3188, -3.7790)  0.2494
H (-1.1426, 4.9761, -2.1760)  0.2317
H (0.3406, 5.9667, -2.3221)  0.2365
H (-0.0837, 3.5373, -0.4132)  0.2253
H (1.4336, 4.4815, -0.4908)  0.2402
H (1.4825, 2.7063, -0.5697)  0.2322

Computed properties:
Total charge: +1
E (eV): -55247.6987
Gap between HOMO and LUMO (eV): 6.25
F_max (eV/A): 3.0

---

ORCA calculation (ωB97M-V with the def2-TZVPD basis set) on one molecule with the formula C5H9NOS at a distorted geometry.

Last column: natural (NBO) charge in e.
Atoms and positions in Å:
N (0.1917, 1.5346, -1.8256)  -0.8265
C (0.7272, 1.4487, -0.6296)  0.7261
O (1.5108, 2.1094, -0.0053)  -0.5830
C (0.0444, 0.0064, 0.1288)  -0.1439
C (1.2172, -0.8828, 0.5425)  -0.5314
S (0.7601, -2.5689, 0.7426)  -0.0093
C (-1.2835, -0.4739, -0.2446)  -0.4406
C (-1.0258, 0.2331, 1.0731)  -0.4284
H (-0.0285, 0.7547, -2.3810)  0.4039
H (0.4397, 2.3084, -2.4999)  0.3920
H (1.5092, -0.5937, 1.5784)  0.2275
H (2.0171, -0.7911, -0.0924)  0.2318
H (-0.3251, -2.4575, 1.4181)  0.1008
H (-1.5262, -1.5940, -0.2045)  0.2310
H (-1.6939, 0.1330, -0.9534)  0.2151
H (-1.5376, 1.1821, 1.3530)  0.2292
H (-0.9969, -0.3485, 1.9997)  0.2055

Computed properties:
ΔE to the lowest compared entry with this formula, charge and spin (eV): 2.388
SMILES: NC(=O)C1(CS)CC1
Total charge: 0
E (eV): -19701.9158
Gap between HOMO and LUMO (eV): 9.48
F_max (eV/A): 5.5

---

ORCA calculation (ωB97M-V with the def2-TZVPD basis set) on a 2-piece molecular cluster, C3H4FNO2 overall at a distorted geometry.

Last column: natural (NBO) charge in e.
Atoms and positions in Å:
C (2.0437, -0.8593, 0.1989)  0.6290
C (-0.2468, 0.1256, -0.1966)  -0.6401
C (1.0990, 0.2397, 0.5249)  0.0601
N (3.9768, 0.0254, 0.4203)  0.0587
O (4.7407, 0.6326, -0.2636)  -0.2441
O (1.9947, -2.0299, 0.1446)  -0.4400
F (1.6821, 1.4513, 0.2209)  -0.3391
H (-0.5117, 1.1109, -0.5801)  0.2470
H (-0.1887, -0.5664, -1.0303)  0.2248
H (-1.0222, -0.2019, 0.4861)  0.2300
H (0.9855, 0.2474, 1.6234)  0.2139

Computed properties:
ΔE to the lowest compared entry with this formula, charge and spin (eV): 0.000
Total charge: 0
E (eV): -11473.8199
2S+1: 3
Gap between HOMO and LUMO (spin up / spin down) (eV): 8.14 / 12.30
F_max (eV/A): 2.5

---

ORCA calculation (ωB97M-V with the def2-TZVPD basis set) on C3H6CeO3 as an isolated structure at a distorted geometry.

Last column: natural (NBO) charge in e.
Atoms and positions in Å:
H (1.1664, -1.5564, 0.9645)  0.1961
O (-0.8576, 0.0345, -1.4641)  -0.4329
C (-0.8996, -0.2429, -0.2825)  1.0513
O (-0.2380, 0.6463, 0.4918)  -0.5506
Ce (2.3417, 0.6007, -0.9688)  2.5111
O (-0.7086, -1.4686, 0.1266)  -0.4043
C (0.5936, -2.0487, 0.1670)  -0.2806
H (1.0986, -2.0087, -0.8132)  0.1423
H (0.4977, -3.1104, 0.4118)  0.3431
C (-0.6793, 2.0241, 0.3484)  -0.3095
H (0.2463, 2.5856, 0.4968)  0.1742
H (-1.1138, 2.3762, -0.5905)  0.2638
H (-1.4474, 2.1682, 1.1121)  0.2961

Computed properties:
ΔE to the lowest compared entry with this formula, charge and spin (eV): 3.038
Total charge: +3
E (eV): -22239.6376
2S+1: 2
Gap between HOMO and LUMO (spin up / spin down) (eV): 4.48 / 8.85
F_max (eV/A): 5.8

---

ORCA calculation (ωB97M-V with the def2-TZVPD basis set) on C54H78BN10OP3STi as an isolated structure at a distorted geometry.

Last column: Mulliken charge in e.
Atoms and positions in Å:
Ti (-1.4852, 1.4664, 1.0102)  -0.9666
C (-2.2936, -2.5682, 0.7165)  -1.1876
C (-1.3690, -1.5347, 0.6430)  -0.1367
N (-1.8479, -0.4626, 1.2807)  1.3584
N (-3.0598, -0.7907, 1.7786)  0.5413
C (-3.3570, -2.0536, 1.4387)  -0.7001
B (-3.8325, 0.2515, 2.6061)  0.9333
N (-2.8136, 0.9960, 3.5135)  0.5407
C (-2.7982, 1.0691, 4.8511)  0.0446
C (-1.8369, 1.9901, 5.2258)  -1.7758
C (-1.2898, 2.4305, 4.0262)  -0.7549
N (-1.8767, 1.8158, 2.9964)  0.5227
N (-4.3459, 1.3255, 1.5996)  -0.0806
C (-5.5768, 1.8068, 1.3748)  0.2135
C (-5.4939, 2.7752, 0.3925)  -1.9247
C (-4.1479, 2.8265, 0.0549)  -0.4254
N (-3.4611, 1.9437, 0.7865)  0.5767
N (-4.9470, -0.3097, 3.4495)  0.1862
C (-5.7926, 0.4088, 4.2419)  -0.4620
C (-6.5633, -0.4736, 4.9501)  -1.1184
C (-6.1115, -1.7401, 4.5306)  -0.4086
N (-5.1462, -1.6315, 3.6409)  -1.0866
H (-2.2047, -3.5513, 0.2916)  0.5620
H (-0.4035, -1.5298, 0.1606)  -0.3022
H (-4.2789, -2.5051, 1.7499)  0.7305
H (-3.4614, 0.4711, 5.4512)  0.5474
H (-1.5905, 2.2959, 6.2263)  0.5129
H (-0.5278, 3.1715, 3.8624)  0.5713
H (-6.4315, 1.4369, 1.9117)  0.6872
H (-6.2920, 3.3570, -0.0290)  0.4942
H (-3.6777, 3.4354, -0.6989)  0.5019
H (-5.7729, 1.4859, 4.2561)  0.6379
H (-7.3325, -0.2517, 5.6675)  0.4522
H (-6.4566, -2.7129, 4.8371)  0.4858
C (0.6217, 0.0568, -3.9172)  -0.8647
P (0.3713, -1.4157, -2.8346)  1.5905
C (2.0529, -2.2133, -3.0465)  -0.7815
N (2.6252, -2.0582, -4.2132)  0.1225
C (3.8930, -2.4673, -4.4229)  -0.0397
C (4.5489, -2.2534, -5.6461)  -0.6564
C (5.8560, -2.6413, -5.7936)  -0.6242
C (6.5437, -3.2688, -4.7417)  -0.6537
C (5.9252, -3.4966, -3.5394)  -0.3199
C (4.5934, -3.0877, -3.3463)  0.3266
N (3.9819, -3.2433, -2.1562)  0.1286
C (2.7508, -2.8367, -1.9642)  -1.0141
P (1.9840, -2.8807, -0.2829)  2.0116
C (1.0323, -4.4558, -0.4747)  -0.9806
C (3.3751, -3.4715, 0.8733)  2.1636
C (4.0760, -4.7715, 0.4810)  -1.7430
C (2.7024, -3.6707, 2.2380)  -1.9906
C (4.3881, -2.3279, 0.9680)  -1.7380
C (-0.7105, -2.4656, -4.0046)  1.5331
C (-0.2879, -2.3481, -5.4687)  -1.8721
C (-2.1410, -1.9576, -3.8260)  -1.7509
C (-0.6459, -3.9282, -3.5692)  -1.5685
H (1.3151, -0.1595, -4.7255)  0.6392
H (-0.3453, 0.3723, -4.3075)  0.3470
H (1.0133, 0.8682, -3.3100)  -0.3131
H (4.0076, -1.7783, -6.4533)  0.4730
H (6.3594, -2.4589, -6.7328)  0.4153
H (7.5704, -3.5784, -4.8782)  0.4131
H (6.4416, -3.9839, -2.7232)  0.4716
H (1.5941, -5.1960, -1.0415)  0.4239
H (0.1053, -4.2265, -0.9935)  -0.5442
H (0.7830, -4.8448, 0.5119)  0.5298
H (3.3778, -5.6090, 0.4695)  0.3589
H (4.8545, -4.9944, 1.2157)  0.5424
H (4.5432, -4.6911, -0.4927)  0.1430
H (2.1181, -4.5908, 2.2643)  0.3623
H (2.0369, -2.8378, 2.4790)  0.2426
H (3.4578, -3.7364, 3.0235)  0.5721
H (4.8773, -2.1678, 0.0073)  0.2047
H (5.1591, -2.5632, 1.7047)  0.6126
H (3.9021, -1.3964, 1.2727)  0.1018
H (-0.4951, -1.3566, -5.8676)  0.3006
H (-0.8507, -3.0709, -6.0648)  0.5367
H (0.7723, -2.5571, -5.5910)  0.2799
H (-2.2376, -0.9117, -4.1194)  0.2643
H (-2.4526, -2.0481, -2.7840)  0.1030
H (-2.8341, -2.5411, -4.4367)  0.6374
H (0.3826, -4.2917, -3.5418)  0.2334
H (-1.2065, -4.5527, -4.2675)  0.5430
H (-1.0983, -4.0598, -2.5857)  0.1806
C (1.7248, 0.4938, 4.5010)  -1.5115
C (0.9402, -0.1107, 3.3438)  1.2995
O (-0.2433, -0.7553, 3.7600)  0.0830
C (-0.0304, -1.7825, 4.7272)  -0.5040
C (-1.0251, -2.9103, 4.5400)  -1.1701
H (2.6013, 1.0285, 4.1373)  0.3640
H (2.0703, -0.2855, 5.1784)  0.5059
H (1.0939, 1.1830, 5.0622)  0.2350
H (1.5768, -0.8124, 2.7851)  0.2416
H (0.6113, 0.6956, 2.6508)  -1.0829
H (-0.1405, -1.3530, 5.7301)  0.3029
H (0.9856, -2.1816, 4.6269)  0.4521
H (-2.0491, -2.5422, 4.5966)  0.1780
H (-0.8753, -3.6478, 5.3280)  0.4822
H (-0.8707, -3.3871, 3.5743)  0.1254
S (-1.1805, 0.7726, -1.4095)  1.0408
C (-2.8407, 0.8670, -2.0151)  0.7247
C (-3.8622, 0.0625, -1.5065)  0.1024
C (-5.1608, 0.2060, -1.9668)  -1.0679
C (-5.4619, 1.1483, -2.9410)  -0.8844
C (-4.4430, 1.9147, -3.4858)  -0.8939
C (-3.1377, 1.7675, -3.0386)  -0.8161
H (-3.6397, -0.6896, -0.7627)  0.3128
H (-5.9436, -0.4203, -1.5577)  0.4792
H (-6.4790, 1.2804, -3.2843)  0.3986
H (-4.6645, 2.6345, -4.2631)  0.4528
H (-2.3426, 2.3617, -3.4718)  0.3590
C (3.1288, 2.2992, 1.7455)  -1.6772
C (2.2848, 3.5368, 1.4102)  2.2754
C (1.7773, 4.1368, 2.7236)  -1.5142
C (3.2147, 4.5273, 0.7082)  -1.6225
P (0.7738, 2.9407, 0.3811)  1.5785
C (1.7545, 2.3584, -1.0472)  1.0486
C (2.2608, 3.1642, -2.0640)  -0.3665
C (3.2183, 2.6743, -2.9408)  -1.3131
C (3.7212, 1.3926, -2.7803)  -0.8123
C (3.2099, 0.5762, -1.7834)  -0.2794
C (2.2050, 1.0390, -0.9494)  -0.4996
C (-0.2450, 4.4826, -0.1357)  2.1343
C (0.4192, 5.8548, -0.2364)  -2.0487
C (-0.9059, 4.1733, -1.4834)  -2.2707
C (-1.3466, 4.5493, 0.9342)  -2.0251
H (3.8549, 2.5653, 2.5166)  0.8285
H (3.6830, 1.9488, 0.8779)  0.2606
H (2.5217, 1.4776, 2.1260)  -0.2323
H (2.6188, 4.5399, 3.2899)  0.6657
H (1.3117, 3.3675, 3.3405)  -0.1105
H (1.0743, 4.9537, 2.5605)  0.2700
H (4.0744, 4.6925, 1.3610)  0.5270
H (2.7597, 5.4946, 0.5259)  0.3480
H (3.5893, 4.1272, -0.2302)  0.2673
H (1.9357, 4.1891, -2.1740)  0.0888
H (3.5987, 3.3116, -3.7280)  0.4681
H (4.5057, 1.0275, -3.4294)  0.4758
H (3.6130, -0.4165, -1.6427)  0.5066
H (1.7855, 0.3798, -0.1936)  -0.3793
H (1.2223, 5.8704, -0.9697)  0.2975
H (0.8003, 6.2015, 0.7230)  0.4483
H (-0.3382, 6.5713, -0.5641)  0.5128
H (-0.1798, 4.1368, -2.2922)  0.3334
H (-1.6358, 4.9524, -1.7199)  0.6293
H (-1.4097, 3.2120, -1.4497)  0.2640
H (-0.9593, 4.8864, 1.8960)  0.1921
H (-1.7849, 3.5509, 1.0846)  0.7640
H (-2.1375, 5.2380, 0.6314)  0.6335

Computed properties:
Total charge: +1
E (eV): -136705.1007
2S+1: 2
Gap between HOMO and LUMO (spin up / spin down) (eV): 6.20 / 6.57
F_max (eV/A): 2.9